Run one
Entry from the Open Molecules 2025 dataset: the molecule C4H6OS (the ωB97M-V functional and the def2-TZVPD basis).

Geometry as XYZ:
```
12
C4H6OS | the Open Molecules 2025 dataset | the ωB97M-V functional and the def2-TZVPD basis
O -1.20 1.58 0.38
C -1.24 0.16 0.15
C -0.69 -0.12 -1.21
C 0.63 -0.43 -1.26
S 1.41 -0.41 0.31
C -0.25 -0.55 1.06
H -0.33 1.91 0.05
H -2.30 -0.13 0.42
H -1.30 0.02 -2.09
H 1.24 -0.56 -2.13
H -0.25 -0.10 2.07
H -0.56 -1.63 1.21
```

Run two
Entry from the Open Molecules 2025 dataset: the molecule C4H6OS (the ωB97M-V functional and the def2-TZVPD basis).

Geometry as XYZ:
```
12
C4H6OS | the Open Molecules 2025 dataset | the ωB97M-V functional and the def2-TZVPD basis
C -1.16 -0.89 -0.01
C -0.15 -0.04 -0.11
C -0.09 1.17 -1.02
C 1.10 -0.25 0.73
O 0.95 -1.02 1.79
S 2.56 0.39 0.41
H -0.99 -1.88 0.42
H -2.10 -0.72 -0.49
H 0.23 1.97 -0.39
H 0.67 1.04 -1.77
H -1.03 1.38 -1.46
H 0.02 -1.14 1.90
```

Result of the stability comparison: run two is the least stable of them.

Run one
Entry from the Open Molecules 2025 dataset: the molecule C4H6OS (the ωB97M-V functional and the def2-TZVPD basis).

Geometry as XYZ:
```
12
C4H6OS | the Open Molecules 2025 dataset | the ωB97M-V functional and the def2-TZVPD basis
C 1.89 -0.24 0.89
C 0.71 -0.15 0.17
C -0.61 -0.10 0.84
O -1.54 -0.15 -0.29
C -1.15 0.44 -1.54
S 0.60 -0.19 -1.64
H 1.72 -0.32 2.04
H 2.61 -0.40 0.25
H -0.70 0.92 1.67
H -0.52 -1.29 1.34
H -1.92 -0.15 -2.15
H -1.09 1.64 -1.59
```

Run two
Entry from the Open Molecules 2025 dataset: the molecule C4H6OS (the ωB97M-V functional and the def2-TZVPD basis).

Geometry as XYZ:
```
12
C4H6OS | the Open Molecules 2025 dataset | the ωB97M-V functional and the def2-TZVPD basis
C 0.44 -1.70 1.51
C -0.24 -0.70 1.04
C -0.10 -0.17 -0.36
O 0.14 1.26 -0.31
C -0.09 1.92 -1.41
S 0.20 3.53 -1.57
H 0.29 -2.11 2.54
H 1.22 -2.24 0.94
H -1.01 -0.08 1.69
H 0.73 -0.68 -0.87
H -1.04 -0.43 -0.96
H -0.54 1.40 -2.24
```

Result of the stability comparison: run one is the least stable of them.

Run one
Entry from the Open Molecules 2025 dataset: the molecule C4H6OS (the ωB97M-V functional and the def2-TZVPD basis).

Geometry as XYZ:
```
12
C4H6OS | the Open Molecules 2025 dataset | the ωB97M-V functional and the def2-TZVPD basis
C -0.37 1.23 0.68
S -0.25 1.04 -1.20
C 0.13 -0.99 -1.14
C -0.12 -1.08 0.27
O 0.52 -1.39 1.68
C 0.45 -0.02 1.10
H -0.03 2.26 1.10
H -1.42 1.05 1.05
H 1.05 -1.24 -1.50
H -0.63 -1.57 -1.83
H -1.23 -1.04 0.43
H 1.55 0.14 1.08
```

Run two
Entry from the Open Molecules 2025 dataset: the molecule C4H6OS (the ωB97M-V functional and the def2-TZVPD basis).

Geometry as XYZ:
```
12
C4H6OS | the Open Molecules 2025 dataset | the ωB97M-V functional and the def2-TZVPD basis
C -0.31 -0.65 -2.16
C -0.35 0.50 2.30
C -0.28 0.40 -1.40
C 0.14 -0.20 1.32
O 2.14 -0.35 -0.44
S 1.15 0.66 -0.14
H -1.08 -0.58 -3.00
H 0.49 -1.37 -2.16
H -0.75 0.12 3.19
H -0.20 1.68 2.47
H -1.07 1.08 -1.26
H 0.12 -1.29 1.27
```

Run three
Entry from the Open Molecules 2025 dataset: the molecule C4H6OS (the ωB97M-V functional and the def2-TZVPD basis).

Geometry as XYZ:
```
12
C4H6OS | the Open Molecules 2025 dataset | the ωB97M-V functional and the def2-TZVPD basis
C 0.54 -1.13 -0.23
O 0.84 -0.14 -1.06
C 0.51 1.06 -0.31
C -0.69 0.67 0.36
S -1.73 -0.12 -0.77
C -0.57 -0.78 0.49
H 1.35 -1.39 0.46
H 0.41 -2.01 -0.93
H 1.26 1.51 0.47
H 0.45 2.06 -0.99
H -1.29 1.47 1.08
H -1.08 -1.20 1.44
```

Result of the stability comparison: run one is the least stable of them.

Run one
Entry from the Open Molecules 2025 dataset: the ion C2H7ClN3 with charge +1 (the ωB97M-V functional and the def2-TZVPD basis).

Geometry as XYZ:
```
13
Properties=species:S:1:pos:R:3
N -1.28 -1.96 -0.05
C -0.78 -0.77 -0.08
N 0.43 -0.53 0.40
C 1.03 0.76 0.35
N -0.04 1.82 -0.58
Cl 1.22 1.41 2.02
H -2.07 -2.07 -0.64
H -0.69 -2.81 0.05
H -1.25 -0.09 -0.74
H 0.89 -1.25 0.93
H 2.04 0.63 -0.06
H 0.09 2.72 -0.12
H 0.41 2.14 -1.49
```

Properties
total charge: +1

Run two
Entry from the Open Molecules 2025 dataset: a cluster of 2 separate species, C2H7ClN3 in total (the ωB97M-V functional and the def2-TZVPD basis).

Geometry as XYZ:
```
13
Properties=species:S:1:pos:R:3
C 0.35 0.27 0.22
C -1.04 0.03 -0.40
N 0.13 -0.92 1.01
N -1.06 -1.20 0.28
N 1.50 0.23 -0.68
Cl -2.25 1.24 0.02
H 0.22 1.66 0.90
H -1.13 -0.06 -1.53
H 0.05 -0.64 1.88
H -1.93 -1.47 0.89
H 2.22 0.55 -0.07
H 1.33 1.02 -1.28
H 1.60 -0.71 -1.23
```

Properties
total charge: +1

Run three
Entry from the Open Molecules 2025 dataset: the ion C2H7ClN3 with charge +1 (the ωB97M-V functional and the def2-TZVPD basis).

Geometry as XYZ:
```
13
Properties=species:S:1:pos:R:3
N -2.22 0.47 0.59
N -1.35 0.87 -0.32
C -0.09 0.54 -0.57
C 1.51 -0.38 -0.27
N 1.39 -1.34 0.59
Cl 2.45 1.06 0.25
H -3.16 0.67 0.49
H -1.92 -0.27 1.11
H -1.71 1.48 -1.02
H 0.16 1.01 -1.48
H 1.76 -0.54 -1.26
H 1.46 -2.35 0.41
H 1.72 -1.21 1.48
```

Properties
total charge: +1

Result of the stability comparison: run two is the least stable of them.

Run one
Entry from the Open Molecules 2025 dataset: a structure of composition C45H39N3O4Sn (the ωB97M-V functional and the def2-TZVPD basis).

Geometry as XYZ:
```
92
Properties=species:S:1:pos:R:3
Sn -0.17 0.81 -0.93
C 0.94 4.15 -3.99
C 0.56 3.62 -2.62
O -0.13 2.56 -2.61
C 0.99 4.32 -1.50
C 0.81 3.95 -0.14
C 1.26 4.95 0.90
N 0.31 2.81 0.26
N 0.21 2.69 1.65
C 0.09 1.45 2.02
O 0.09 0.42 1.26
C -0.06 1.19 3.49
C -0.10 -0.13 3.94
C -0.24 -0.41 5.29
C -0.33 0.62 6.21
C -0.28 1.94 5.77
C -0.15 2.22 4.42
H 1.62 3.44 -4.45
H 0.05 4.22 -4.61
H 1.43 5.13 -3.94
H 1.53 5.24 -1.67
H 1.69 5.82 0.41
H 0.42 5.25 1.52
H 1.99 4.50 1.57
H -0.03 -0.92 3.20
H -0.28 -1.44 5.62
H -0.44 0.41 7.27
H -0.35 2.75 6.48
H -0.11 3.24 4.05
O 1.88 0.91 -1.25
C 2.93 0.03 -1.32
C 2.59 -1.20 -2.21
C 1.82 -2.33 -1.56
C 2.19 -3.64 -1.82
C 1.53 -4.67 -1.17
C 0.51 -4.35 -0.29
C 0.15 -3.01 -0.12
C -0.96 -2.62 0.80
C -2.36 -3.07 0.21
O -2.43 -2.86 -1.10
C -2.58 -4.58 0.57
C -2.79 -5.45 -0.49
C -2.96 -6.82 -0.27
C -2.94 -7.33 1.02
C -2.74 -6.46 2.09
C -2.58 -5.10 1.86
C -3.46 -2.30 0.99
C -4.63 -1.99 0.30
C -5.67 -1.32 0.92
C -5.57 -0.92 2.25
C -4.40 -1.20 2.94
C -3.36 -1.88 2.32
N 0.81 -2.02 -0.75
C 4.12 0.76 -1.99
C 3.97 2.09 -2.36
C 5.02 2.78 -2.96
C 6.24 2.15 -3.20
C 6.40 0.83 -2.82
C 5.35 0.14 -2.22
C 3.41 -0.37 0.09
C 4.09 -1.56 0.36
C 4.51 -1.85 1.65
C 4.27 -0.96 2.68
C 3.61 0.23 2.42
C 3.18 0.52 1.13
H 3.50 -1.63 -2.63
H 2.02 -0.79 -3.05
H 3.01 -3.85 -2.51
H 1.80 -5.70 -1.33
H -0.02 -5.12 0.25
H -0.96 -1.54 0.91
H -0.77 -3.07 1.78
H -2.79 -4.99 -1.47
H -3.11 -7.48 -1.11
H -3.07 -8.39 1.20
H -2.73 -6.84 3.11
H -2.44 -4.43 2.71
H -4.65 -2.27 -0.75
H -6.57 -1.09 0.36
H -6.37 -0.38 2.73
H -4.28 -0.86 3.97
H -2.45 -2.06 2.88
H 3.03 2.58 -2.16
H 4.88 3.82 -3.24
H 7.05 2.69 -3.66
H 7.34 0.32 -2.98
H 5.50 -0.88 -1.91
H 4.26 -2.28 -0.43
H 5.02 -2.79 1.84
H 4.59 -1.20 3.69
H 3.39 0.92 3.22
H 2.63 1.43 0.92
```

Properties
total charge: -2

Run two
Entry from the Open Molecules 2025 dataset: a structure of composition C45H39N3O4Sn (the ωB97M-V functional and the def2-TZVPD basis).

Geometry as XYZ:
```
92
Properties=species:S:1:pos:R:3
Sn -1.03 -1.87 0.90
C -5.20 -3.94 1.32
C -4.09 -2.97 1.69
O -2.93 -3.30 1.33
C -4.44 -1.80 2.37
C -3.57 -0.74 2.74
C -4.21 0.39 3.52
N -2.31 -0.65 2.42
N -1.69 0.52 2.89
C -0.56 0.77 2.30
O 0.00 0.08 1.37
C 0.12 2.04 2.72
C 1.03 2.65 1.86
C 1.63 3.84 2.22
C 1.35 4.43 3.45
C 0.45 3.82 4.31
C -0.17 2.64 3.95
H -5.27 -3.99 0.23
H -4.93 -4.94 1.68
H -6.17 -3.65 1.73
H -5.48 -1.68 2.64
H -5.26 0.16 3.72
H -3.68 0.54 4.47
H -4.13 1.32 2.98
H 1.22 2.18 0.91
H 2.33 4.32 1.54
H 1.83 5.36 3.73
H 0.22 4.28 5.27
H -0.88 2.15 4.60
O -2.34 -1.01 -0.44
C -2.30 -0.45 -1.69
C -1.71 -1.43 -2.75
C -0.21 -1.63 -2.80
C 0.41 -1.83 -4.04
C 1.78 -2.07 -4.07
C 2.49 -2.10 -2.89
C 1.82 -1.87 -1.70
C 2.50 -1.85 -0.35
C 4.05 -1.65 -0.35
O 4.69 -2.57 -1.07
C 4.36 -0.21 -0.87
C 5.33 -0.07 -1.86
C 5.64 1.17 -2.39
C 4.99 2.31 -1.94
C 4.02 2.18 -0.95
C 3.72 0.94 -0.42
C 4.50 -1.66 1.15
C 5.71 -2.27 1.43
C 6.21 -2.32 2.73
C 5.48 -1.76 3.78
C 4.26 -1.17 3.51
C 3.77 -1.12 2.21
N 0.49 -1.64 -1.67
C -3.77 -0.20 -2.12
C -4.81 -0.63 -1.31
C -6.13 -0.42 -1.69
C -6.44 0.22 -2.88
C -5.40 0.67 -3.69
C -4.08 0.46 -3.31
C -1.62 0.92 -1.67
C -0.84 1.42 -2.70
C -0.28 2.70 -2.62
C -0.51 3.49 -1.51
C -1.30 3.00 -0.47
C -1.85 1.73 -0.55
H -2.04 -1.14 -3.75
H -2.19 -2.39 -2.53
H -0.19 -1.79 -4.94
H 2.28 -2.23 -5.02
H 3.55 -2.33 -2.82
H 2.31 -2.82 0.11
H 1.97 -1.10 0.24
H 5.80 -0.99 -2.20
H 6.39 1.25 -3.17
H 5.22 3.28 -2.36
H 3.50 3.06 -0.59
H 2.96 0.87 0.35
H 6.22 -2.72 0.59
H 7.16 -2.79 2.93
H 5.86 -1.80 4.79
H 3.67 -0.75 4.32
H 2.80 -0.66 2.04
H -4.56 -1.12 -0.38
H -6.93 -0.77 -1.04
H -7.47 0.39 -3.17
H -5.62 1.19 -4.61
H -3.28 0.84 -3.94
H -0.62 0.81 -3.57
H 0.35 3.05 -3.42
H -0.07 4.47 -1.44
H -1.47 3.60 0.41
H -2.44 1.33 0.26
```

Properties
total charge: -2

Result of the stability comparison: run one is the least stable of them.

Run one
Entry from the Open Molecules 2025 dataset: a cluster of 2 separate species, C4H14N3O in total (the ωB97M-V functional and the def2-TZVPD basis).

Geometry as XYZ:
```
22
Properties=species:S:1:pos:R:3
C 0.90 -0.10 -1.53
C 0.18 1.18 -1.05
C -1.23 0.91 -0.47
N -3.50 0.29 1.06
C -2.30 -0.37 1.16
N -1.26 -0.19 0.46
N 1.37 -0.89 -0.38
H 1.73 0.17 -2.16
H 0.12 -0.67 -2.04
H 0.06 1.88 -1.88
H 0.77 1.66 -0.27
H -1.85 0.64 -1.36
H -1.70 1.80 -0.13
H -4.10 0.08 1.84
H -3.53 1.26 0.81
H -2.34 -1.19 1.84
H 1.35 -1.86 -0.71
H 0.56 -0.87 0.31
H 2.30 -0.68 -0.02
H 4.29 -1.78 1.60
H 4.30 -0.27 1.69
O 3.88 -1.00 1.21
```

Properties
total charge: +1

Run two
Entry from the Open Molecules 2025 dataset: a cluster of 2 separate species, C4H14N3O in total (the ωB97M-V functional and the def2-TZVPD basis).

Geometry as XYZ:
```
22
Properties=species:S:1:pos:R:3
C 0.65 1.79 1.63
C 1.88 2.03 2.52
O 0.61 0.36 1.32
H -0.17 2.03 2.29
H 0.87 2.22 0.66
H 2.88 2.07 2.10
H 0.80 -0.18 2.09
H 1.79 1.44 3.43
H 1.77 3.02 2.98
C -0.87 0.77 -2.20
C -0.66 -1.31 -0.91
N -1.32 -2.47 -0.61
N -1.37 -0.29 -1.36
N 0.66 -1.23 -0.89
H -2.09 -2.53 0.03
H -0.79 -3.32 -0.73
H -2.33 -0.29 -1.05
H 1.03 -0.33 -0.64
H 1.32 -1.98 -0.96
H -0.58 0.56 -3.22
H 0.00 1.20 -1.70
H -1.53 1.59 -2.14
```

Properties
total charge: +1

Result of the stability comparison: run two is the least stable of them.